No. 1
Here is a structure of composition C29H27BClGeN6O2Rh at a distorted geometry from the OMol25 dataset. Energies are from wB97M-V/def2-TZVPD.

```
68
Properties=species:S:1:pos:R:3
Rh 0.0420 -0.3034 0.3236
C 1.8050 -3.1401 2.7872
C 0.7857 -2.7418 1.9334
N 0.8928 -1.4371 1.6600
N 2.0069 -0.9916 2.2955
C 2.5559 -1.9977 2.9814
B 2.6022 0.4064 2.0065
N 1.5223 1.4701 2.2420
C 1.6287 2.6643 2.8376
C 0.4727 3.3778 2.5862
C -0.2992 2.5190 1.8048
N 0.3304 1.3568 1.6225
N 2.9857 0.4147 0.5107
C 4.1716 0.6170 -0.0896
C 3.9878 0.5319 -1.4532
C 2.6232 0.2624 -1.6022
N 2.0313 0.1952 -0.4157
H 1.9740 -4.1207 3.1970
H -0.0252 -3.3210 1.5292
H 3.4491 -1.8294 3.5618
H 3.5684 0.6333 2.6808
H 2.5192 2.9258 3.3862
H 0.2229 4.3712 2.9179
H -1.2798 2.6867 1.3898
H 5.0585 0.7989 0.4965
H 4.7286 0.6440 -2.2265
H 2.0475 0.1141 -2.5022
Cl -3.8454 3.1512 0.7119
C -3.8558 1.9631 -0.5479
C -2.7738 0.9128 -0.2654
O -3.1457 -0.2033 0.3937
O -1.6593 0.9964 -0.6945
H -3.5833 2.4849 -1.4590
H -4.8419 1.5083 -0.5620
C -5.4772 -0.2097 3.8345
C -5.9792 -0.7622 2.6642
C -5.2134 -0.7552 1.5052
C -3.9636 -0.1827 1.5710
C -3.4159 0.3416 2.7197
C -4.1961 0.3292 3.8660
Ge -1.5107 -1.9718 -0.5694
C -2.2531 -3.5390 0.2534
C -2.6060 -3.6000 1.6069
C -3.0127 -4.7958 2.1779
C -3.0424 -5.9551 1.4099
C -2.6829 -5.9138 0.0706
C -2.2991 -4.7101 -0.5071
C -2.1977 -1.9330 -2.3644
C -1.2744 -1.9144 -3.4108
C -1.7015 -1.9081 -4.7341
C -3.0570 -1.8923 -5.0233
C -3.9893 -1.9110 -3.9920
C -3.5604 -1.9403 -2.6737
H -6.0845 -0.2052 4.7299
H -6.9706 -1.1958 2.6456
H -5.5753 -1.1977 0.5884
H -2.3990 0.7202 2.7275
H -3.8007 0.7458 4.7828
H -2.5523 -2.7128 2.2293
H -3.2918 -4.8300 3.2239
H -3.3377 -6.8938 1.8606
H -2.7089 -6.8163 -0.5270
H -2.0357 -4.6888 -1.5601
H -0.2100 -1.9022 -3.1980
H -0.9751 -1.9071 -5.5368
H -3.3909 -1.8623 -6.0526
H -5.0483 -1.9132 -4.2192
H -4.2972 -1.9863 -1.8840
```

Calculated values
LUMO level (spin up / spin down): -3.0 / -3.6 eV
Gap between HOMO and LUMO (spin up / spin down): 8.06 / 7.44 eV
Net charge: +1
Expectation value of S²: 0.7564
Max |F|: 2.166 eV/Å
Spin multiplicity: 2

Results of the Löwdin charge analysis, in e, for atoms 1 through 8: 0.825 -0.027 -0.122 -0.126 -0.004 -0.049 -0.502 -0.027

***

No. 2
Here is the ion C2H4IO3P with charge -2 at a distorted geometry from the OMol25 dataset. Energies are from wB97M-V/def2-TZVPD.

```
11
Properties=species:S:1:pos:R:3
C 0.8030 1.0839 -0.4036
C -0.2337 0.3841 0.4305
I -2.2306 1.3414 0.0937
P -0.4744 -1.5491 0.0790
O 0.8752 -1.8496 0.7848
O -1.7309 -1.9992 0.7231
O -0.3043 -1.6088 -1.4315
H 1.4430 1.8407 0.1215
H 1.6318 0.3849 -0.6873
H 0.2765 1.6294 -1.1732
H -0.0556 0.3423 1.4630
```

Calculated values
LUMO level: 5.1 eV
Gap between HOMO and LUMO: 4.73 eV
Net charge: -2
Max |F|: 3.989 eV/Å

Results of the Löwdin charge analysis, in e, for atoms 1 through 8: -0.279 -0.748 0.441 -0.032 -0.515 -0.479 -0.496 0.044

***

No. 3
Here is a cluster of 3 separate species, C8H22IN2O2 in total at a distorted geometry from the OMol25 dataset. Energies are from wB97M-V/def2-TZVPD.

```
35
Properties=species:S:1:pos:R:3
I -0.5326 0.9516 -1.8288
C -2.7500 -1.3744 1.5233
C -3.7835 -0.2800 1.4678
C -3.5460 0.6537 2.6380
O -4.4054 1.7804 2.5397
C -4.1883 2.7043 3.5738
N -3.6895 0.4278 0.1585
H -2.6914 -1.8653 2.4986
H -1.7615 -0.9641 1.2932
H -2.9312 -2.1257 0.7524
H -4.7883 -0.7012 1.5607
H -2.4998 0.9923 2.6608
H -3.7391 0.1196 3.5856
H -3.1187 2.8779 3.7426
H -4.6731 2.3650 4.4976
H -4.6171 3.6618 3.2761
H -2.7766 0.1709 -0.2318
H -3.5322 1.4124 0.3667
C 3.4340 -1.1810 -3.8691
C 3.1475 -1.5893 -2.4376
C 3.4176 -0.4932 -1.4434
O 4.7666 -0.0532 -1.5517
C 5.0251 0.9820 -0.6442
N 1.7728 -2.0808 -2.3225
H 3.3818 -2.0779 -4.4916
H 4.4467 -0.7859 -3.9712
H 2.7134 -0.4547 -4.2453
H 3.8230 -2.4275 -2.2134
H 3.2107 -0.8592 -0.4280
H 2.7367 0.3515 -1.6312
H 4.3944 1.8555 -0.8507
H 6.0732 1.2759 -0.7173
H 4.8600 0.6666 0.3971
H 1.6697 -2.6523 -1.4910
H 1.1514 -1.2834 -2.1635
```

Calculated values
LUMO level: 3.0 eV
Gap between HOMO and LUMO: 7.00 eV
Net charge: -1
Max |F|: 1.096 eV/Å

Results of the Löwdin charge analysis, in e, for atoms 1 through 8: -0.493 -0.088 -0.445 -0.230 -0.192 -0.129 0.039 0.072

***

No. 4
Here is an isolated molecule of C26H23N3O2 from the OMol25 dataset. Energies are from wB97M-V/def2-TZVPD.

```
54
Properties=species:S:1:pos:R:3
C -6.2013 -1.6904 0.6646
O -4.8340 -1.5326 0.3795
C -4.3248 -0.2619 0.3124
C -5.0500 0.8974 0.5216
C -4.4337 2.1371 0.4155
C -3.0992 2.2207 0.0749
C -2.3646 1.0670 -0.1451
C -2.9506 -0.1836 -0.0042
N -2.2828 -1.3778 -0.2284
C -0.9664 -1.7024 -0.0770
C -0.0465 -0.8791 0.6268
C 1.2566 -1.2771 0.7212
C 2.2173 -0.4215 1.4915
O 2.2483 -0.4250 2.7076
N 3.0421 0.3520 0.7437
C 3.8106 1.3853 1.4131
C 3.7682 2.7252 0.6558
C 2.5021 2.8885 -0.1318
C 1.7685 4.0625 -0.1718
C 0.6340 4.1445 -0.9627
C 0.2249 3.0555 -1.7133
C 0.9427 1.8712 -1.6641
C 2.0809 1.7905 -0.8815
C 2.8804 0.5335 -0.6868
C 1.6594 -2.5132 0.1482
C 2.9746 -3.0056 0.2089
C 3.2835 -4.2193 -0.3440
C 2.2907 -4.9819 -0.9765
C 1.0021 -4.5297 -1.0502
C 0.6508 -3.2831 -0.4922
N -0.6227 -2.8633 -0.5964
H -6.3812 -2.7644 0.6544
H -6.8283 -1.2108 -0.0940
H -6.4548 -1.2918 1.6519
H -6.0973 0.8518 0.7747
H -5.0112 3.0317 0.5907
H -2.6194 3.1817 -0.0307
H -1.3346 1.1448 -0.4525
H -2.8709 -2.1570 -0.4942
H -0.3798 0.0222 1.1145
H 4.8502 1.0547 1.5239
H 3.3833 1.4916 2.4144
H 3.8943 3.5458 1.3622
H 4.6064 2.7637 -0.0479
H 2.0851 4.9143 0.4127
H 0.0669 5.0630 -0.9927
H -0.6602 3.1226 -2.3283
H 0.6222 1.0115 -2.2360
H 3.8779 0.6299 -1.1334
H 2.3866 -0.3322 -1.1272
H 3.7300 -2.4154 0.7082
H 4.2934 -4.5986 -0.2929
H 2.5542 -5.9379 -1.4057
H 0.2262 -5.1045 -1.5311
```

Calculated values
LUMO level: 0.4 eV
Gap between HOMO and LUMO: 7.96 eV
Max |F|: 0.647 eV/Å

Results of the Löwdin charge analysis, in e, for atoms 1 through 8: -0.083 -0.091 -0.207 -0.027 -0.093 -0.089 -0.026 -0.163